[1]
Computed, not measured: a molecular structure, C53H53Cl3CoN4O5S2Se2 in a non-equilibrium geometry, with the ωB97M-V functional and the def2-TZVPD basis.

```
123
Properties=species:S:1:pos:R:3:forces:R:3
Co -0.0163 0.1032 -0.1416 -1.0 0.8 -0.9
C -5.0615 -1.2262 3.3318 0.1 0.1 0.0
C -4.5550 -0.0192 4.1330 -0.3 0.0 0.0
C -5.2547 -0.0065 5.4940 0.2 0.0 -0.2
C -4.9348 1.2731 3.3980 0.1 -0.1 0.0
C -3.0423 -0.1122 4.2514 0.1 0.0 0.1
C -2.3897 -0.2770 5.4750 0.3 -0.1 0.1
C -1.0058 -0.3830 5.5506 -0.2 -0.1 0.3
C -0.2654 -0.3059 4.3925 0.2 0.1 -0.6
S 1.4692 -0.3560 4.1847 -0.4 0.1 -0.6
C 1.2241 -0.1334 2.4426 -2.2 -0.1 1.0
N -0.0512 -0.0506 2.0894 2.3 -0.2 -1.3
C -0.8950 -0.1345 3.1376 -0.7 -0.2 1.6
C -2.2849 -0.0463 3.0950 0.2 0.0 -0.2
C 2.2654 0.0209 1.5005 1.9 0.2 -1.6
C 3.6293 -0.0549 1.8304 -0.8 -0.1 0.2
C 4.5893 0.1746 0.8707 0.4 0.0 0.0
C 4.2194 0.4774 -0.4316 -0.5 0.0 -0.1
C 2.8679 0.5154 -0.7788 1.0 0.2 -0.2
C 1.8931 0.2900 0.1629 -1.2 -0.3 0.6
H -6.1425 -1.1681 3.2130 -0.1 0.0 0.0
H -4.8174 -2.1537 3.8464 0.0 -0.1 0.0
H -4.6052 -1.2565 2.3453 0.0 0.0 -0.1
H -6.3293 0.0812 5.3449 -0.1 0.0 0.0
H -4.9244 0.8413 6.0898 0.0 0.1 0.2
H -5.0648 -0.9257 6.0435 0.0 -0.1 0.1
H -6.0184 1.3711 3.3582 -0.1 0.0 0.0
H -4.5571 1.2724 2.3800 0.1 0.0 -0.2
H -4.5281 2.1386 3.9169 0.0 0.1 0.1
H -2.9459 -0.3191 6.3970 -0.1 0.0 0.1
H -0.5158 -0.5169 6.5033 0.0 0.0 0.1
H -2.7496 0.0622 2.1252 -0.1 0.0 -0.2
H 3.9017 -0.2998 2.8476 0.2 0.0 0.1
H 5.6372 0.1202 1.1322 0.1 0.0 0.1
H 4.9718 0.6737 -1.1828 0.1 0.0 0.0
H 2.6017 0.7404 -1.8069 -0.1 -0.1 0.0
O -2.6366 2.2033 -1.8006 0.1 0.6 0.0
C -2.9839 1.7888 -3.0890 0.0 -0.3 -0.4
C -2.9557 0.2559 -3.2586 -0.3 0.1 0.0
C -3.8719 -0.0992 -4.4509 0.1 0.6 0.1
O -3.9499 -1.4736 -4.7229 0.2 -0.6 -0.2
C -1.5588 -0.2771 -3.5922 0.4 0.1 0.2
Se 0.0220 0.6989 -2.8878 -0.3 -0.5 1.2
C -3.5475 -0.4288 -2.0317 0.2 -0.1 0.5
Se -2.5036 -0.5401 -0.3642 -0.3 1.4 1.1
H -1.7007 1.9612 -1.6813 -0.2 -0.1 0.0
H -2.3110 2.2389 -3.8345 -0.1 0.0 -0.1
H -3.9951 2.1650 -3.2733 0.0 -0.1 0.0
H -3.5136 0.4466 -5.3391 -0.1 0.0 0.0
H -4.9028 0.2129 -4.2516 0.1 0.1 0.1
H -3.0541 -1.8360 -4.7013 -0.1 0.0 0.0
H -1.4053 -0.2450 -4.6762 0.1 0.0 0.0
H -1.4488 -1.3032 -3.2389 0.0 0.0 -0.1
H -3.7858 -1.4681 -2.2688 0.0 0.1 -0.1
H -4.4669 0.0874 -1.7369 0.1 -0.1 -0.1
Cl -3.3075 3.8089 6.3137 -0.2 0.0 0.2
C -1.9271 4.1567 5.3406 0.5 0.0 -0.4
C -1.0197 3.1453 5.0469 -0.4 0.2 0.2
C 0.0775 3.4383 4.2672 0.2 0.5 -0.2
C 0.2979 4.7208 3.7578 0.0 0.0 0.4
C 1.5000 4.9780 2.8812 -0.1 -0.1 -0.4
C 1.0783 5.1786 1.3986 0.4 0.3 0.5
N 0.2965 4.0650 0.9497 0.0 0.0 -0.3
C -1.0308 3.8712 1.1980 -0.6 -0.3 -0.1
C -1.3299 2.6210 0.7554 -0.2 0.4 0.3
N -0.2015 2.0462 0.2392 0.0 0.1 0.1
C 0.7561 2.9438 0.3726 0.1 -0.4 -0.2
O 2.2218 6.1195 3.3083 0.0 0.1 -0.1
C 3.5480 5.8597 3.7379 0.0 -0.1 0.2
C 4.4403 5.4012 2.6242 -0.2 -0.9 0.3
C 4.8124 4.0967 2.4006 0.3 0.4 -0.3
Cl 4.4117 2.7239 3.3527 0.1 0.2 0.0
S 5.8149 3.9177 0.9908 -0.5 0.6 0.4
C 5.7135 5.6226 0.6967 -0.1 -0.4 0.3
C 4.9595 6.2614 1.6335 0.4 0.0 -0.6
C -0.6350 5.7133 4.0731 0.4 -0.5 0.0
Cl -0.4358 7.3216 3.4780 -0.2 0.4 0.0
C -1.7397 5.4460 4.8574 -0.2 -0.3 0.2
H -1.1743 2.1475 5.4231 -0.1 -0.1 0.0
H 0.7878 2.6570 4.0415 0.1 -0.2 -0.1
H 2.1434 4.0909 2.9201 -0.2 0.0 0.0
H 1.9796 5.2673 0.7867 -0.1 0.0 0.0
H 0.4902 6.0946 1.3144 0.1 -0.1 -0.1
H -1.6447 4.6181 1.6556 -0.1 0.2 0.1
H -2.2749 2.1177 0.7632 -0.2 -0.3 -0.2
H 1.7715 2.8151 0.0545 0.2 0.0 0.0
H 3.5494 5.1188 4.5487 0.0 0.1 0.0
H 3.8959 6.8210 4.1244 0.1 -0.2 0.0
H 6.2156 6.0413 -0.1516 0.1 0.1 -0.2
H 4.7699 7.3205 1.6251 0.0 0.2 0.0
H -2.4482 6.2267 5.0854 0.0 0.1 0.0
C -2.3398 -7.8331 2.7269 0.0 0.1 0.0
C -1.4203 -6.7908 2.1533 0.1 0.1 0.0
C -0.6790 -5.9907 3.0129 0.0 0.0 0.2
C 0.1761 -5.0251 2.5159 0.0 -0.1 0.0
C 0.3417 -4.8766 1.1542 0.1 0.1 -0.1
C -0.3710 -5.6852 0.2759 0.0 -0.1 0.2
N -0.1589 -5.6499 -1.0991 -0.5 -0.5 -0.1
C 0.8229 -4.9091 -1.7542 0.5 0.5 -0.4
C 1.7722 -5.6005 -2.5099 -0.1 -0.1 0.1
C 2.7831 -4.9394 -3.1777 0.0 0.0 -0.1
C 2.8739 -3.5589 -3.0956 0.1 0.0 -0.1
C 1.9283 -2.8558 -2.3755 0.1 -0.2 0.0
C 0.8896 -3.5117 -1.7237 0.0 -0.1 0.2
C -0.1403 -2.6100 -1.0778 -1.7 -0.5 -0.5
O -1.3403 -2.7630 -1.3055 1.3 -1.3 -0.7
O 0.3852 -1.6854 -0.3885 1.2 0.0 0.6
C -1.2911 -6.6236 0.7763 0.0 0.1 0.0
C -2.1061 -7.4381 -0.1906 0.1 0.1 0.1
H -2.2035 -7.9035 3.8037 0.0 0.0 0.1
H -2.1421 -8.8138 2.2948 -0.1 -0.1 0.0
H -3.3836 -7.5798 2.5362 -0.1 -0.1 0.0
H -0.7743 -6.1229 4.0815 -0.1 0.0 0.1
H 0.7409 -4.4023 3.1933 0.1 0.1 0.1
H 1.0404 -4.1471 0.7740 0.0 0.1 0.0
H -0.3222 -6.5442 -1.5407 0.0 0.2 0.1
H 1.7087 -6.6806 -2.5521 0.0 -0.1 0.0
H 3.5061 -5.5063 -3.7466 0.1 0.0 -0.1
H 3.6737 -3.0319 -3.5912 0.1 0.1 -0.1
H 1.9754 -1.7778 -2.3151 -0.1 0.1 0.0
H -2.4168 -6.8212 -1.0326 0.0 0.0 -0.1
H -3.0000 -7.8307 0.2843 0.0 -0.1 0.0
H -1.5299 -8.2857 -0.5734 0.0 -0.1 -0.1
```
Forces are in eV/Å.

The HOMO energy (alpha / beta) comes out at -0.1092 / -0.1069 Eh. The calculation puts the orbital gap (alpha / beta) at 4.80 / 4.72 eV. As for the net charge: -1.

Löwdin population analysis, charges in e, atoms 1 to 8:
1. Co 0.23
2. C -0.03
3. C -0.55
4. C -0.07
5. C -0.04
6. C -0.17
7. C -0.04
8. C -0.11

=====

[2]
Computed, not measured: a molecular structure, C32H24AuBrN6OS2, with the ωB97M-V functional and the def2-TZVPD basis.

```
67
Properties=species:S:1:pos:R:3:forces:R:3
Au 1.1228 -0.5235 -0.2198 0.0 0.0 0.0
Br 5.0752 3.0418 -5.2898 0.0 0.0 0.0
C 3.9645 1.9323 -4.2597 0.0 0.0 0.0
C 2.9524 1.1852 -4.8816 0.0 0.0 0.0
C 2.1228 0.3686 -4.1509 0.0 0.0 0.0
C 2.2576 0.2646 -2.7613 0.0 0.0 0.0
O 1.4058 -0.5613 -2.1582 -0.1 0.0 0.0
C 3.2855 1.0043 -2.1285 0.0 0.0 0.0
C 3.5725 0.9436 -0.7447 0.0 0.0 0.0
N 2.8785 0.3286 0.1628 0.0 0.0 0.0
C 3.2236 0.2739 1.5423 0.0 0.0 0.0
C 4.4499 0.5476 2.0834 0.0 0.0 0.0
C 4.6174 0.5332 3.4848 0.0 0.0 0.0
C 3.5707 0.2637 4.3208 0.0 0.0 0.0
C 2.2976 -0.0430 3.7843 0.0 0.0 0.0
C 1.1478 -0.3004 4.5639 0.0 0.0 0.0
C -0.0514 -0.5545 3.9530 0.0 0.0 0.0
C -0.1102 -0.6174 2.5562 0.0 -0.1 0.0
N 0.9599 -0.4294 1.8060 0.0 0.1 0.0
C 2.1536 -0.0794 2.3887 0.0 0.0 0.0
C 4.1326 1.8333 -2.9097 0.0 0.0 0.0
H 2.8261 1.2549 -5.9540 0.0 0.0 0.0
H 1.3527 -0.2149 -4.6366 0.0 0.0 0.0
H 4.4630 1.4678 -0.4084 0.0 0.0 0.0
H 5.3014 0.7753 1.4564 0.0 0.0 0.0
H 5.5946 0.7498 3.8929 0.0 0.0 0.0
H 3.7022 0.2743 5.3946 0.0 0.0 0.0
H 1.2225 -0.2789 5.6441 0.0 0.0 0.0
H -0.9531 -0.7243 4.5229 0.0 0.0 0.0
H -1.0382 -0.8346 2.0454 0.0 0.0 0.0
H 4.9189 2.3922 -2.4186 0.0 0.0 0.0
S -4.2497 -3.9819 -1.6931 -0.1 0.1 0.0
C -2.8510 -3.0709 -1.2121 0.1 -0.1 0.0
C -2.0245 -3.4123 -0.1319 -0.1 0.1 0.1
C -0.9209 -2.6488 0.1402 0.1 0.0 -0.1
N -0.5907 -1.5690 -0.5983 0.0 0.0 0.0
C -1.3578 -1.2467 -1.6547 -0.1 0.1 0.0
C -2.4848 -1.9583 -1.9785 0.1 0.0 -0.1
C -4.6915 -4.7752 -0.1606 0.1 -0.1 0.0
C -5.3652 -4.0571 0.8169 0.0 0.0 0.0
C -5.6894 -4.7167 1.9941 0.0 0.0 0.0
N -5.3938 -5.9929 2.2254 0.0 0.0 0.0
C -4.7749 -6.6732 1.2674 0.0 0.0 0.0
C -4.3989 -6.1125 0.0509 0.0 0.0 0.0
H -2.2370 -4.2763 0.4820 0.0 0.0 0.0
H -0.2477 -2.9142 0.9442 0.0 0.0 0.0
H -1.0471 -0.3897 -2.2320 0.0 0.0 0.0
H -3.0825 -1.6463 -2.8239 0.0 0.0 0.0
H -5.6431 -3.0229 0.6643 0.0 0.0 0.0
H -6.2180 -4.1954 2.7837 0.0 0.0 0.0
H -4.5643 -7.7157 1.4748 0.0 0.0 0.0
H -3.9039 -6.7071 -0.7048 0.0 0.0 0.0
N -1.6016 6.7577 -0.0726 0.0 0.0 0.0
C -1.2585 6.0540 -1.1622 0.0 0.0 0.0
S -1.3233 6.6679 -2.6775 0.0 0.0 0.0
C -0.7766 4.6537 -0.9043 0.0 0.0 0.0
C -0.7463 3.7330 -1.9465 0.0 0.0 0.0
C -0.2803 2.4569 -1.7067 0.1 0.0 0.0
N 0.1589 2.0399 -0.5144 0.0 0.0 0.0
C 0.1360 2.9246 0.4808 0.0 0.0 0.0
C -0.3200 4.2250 0.3388 0.1 0.0 0.0
H -1.9292 7.7016 -0.2005 0.0 0.0 0.0
H -1.6712 6.3533 0.8438 0.0 0.0 0.0
H -1.0771 4.0330 -2.9309 0.0 0.0 0.0
H -0.2333 1.7388 -2.5187 0.0 0.0 0.0
H 0.5098 2.5853 1.4426 0.0 0.0 0.0
H -0.2699 4.8851 1.1937 0.0 0.0 0.0
```
Forces are in eV/Å.

The HOMO energy comes out at -0.4605 Eh. The calculation puts the orbital gap at 5.66 eV. As for the net charge: +2. As for the relative energy (zero: lowest compared OMol25 entry of this formula, charge and spin): 19.7 kJ/mol.

Löwdin population analysis, charges in e, atoms 1 to 8:
1. Au 1.41
2. Br 0.83
3. C -0.68
4. C -0.06
5. C 0.01
6. C -0.31
7. O -0.21
8. C -0.13

=====

[3]
Computed, not measured: a molecular structure, CH2BrClFNO2S in a non-equilibrium geometry, with the ωB97M-V functional and the def2-TZVPD basis.

```
10
Properties=species:S:1:pos:R:3:forces:R:3
C 0.2483 2.1441 1.5091 -0.8 -1.1 0.3
N 0.2642 -0.2300 0.1504 0.1 -2.9 7.4
O 1.7844 0.2041 2.1570 0.3 -1.0 0.1
O 2.1624 1.3111 -0.0759 -0.3 -0.5 0.5
F -0.2875 2.8789 0.5270 0.4 -0.2 -0.1
S 1.3174 0.7321 0.9322 -0.7 1.2 -1.0
Cl 1.1906 3.0588 2.5892 0.7 1.1 0.4
Br -1.2135 1.3156 2.5196 -0.2 0.1 -0.1
H 0.2466 0.0165 -0.7221 -0.6 1.0 -6.4
H -0.2439 -1.0715 0.5842 1.3 2.2 -1.1
```
Forces are in eV/Å.

The HOMO energy comes out at -0.3980 Eh. The calculation puts the orbital gap at 11.13 eV. As for the relative energy (zero: lowest compared OMol25 entry of this formula, charge and spin): 62.8 kJ/mol.

Löwdin population analysis, charges in e, atoms 1 to 8:
1. C -1.37
2. N -0.05
3. O -0.31
4. O -0.28
5. F -0.05
6. S 0.47
7. Cl 0.73
8. Br 0.71

=====

[4]
Computed, not measured: C17H20N6OS in the gas phase in a non-equilibrium geometry, with the ωB97M-V functional and the def2-TZVPD basis.

```
45
Properties=species:S:1:pos:R:3:forces:R:3
C 0.7512 1.9163 -0.2634 0.2 -0.1 0.1
C 2.0609 1.2374 -0.0685 0.3 -0.3 0.0
N 3.1205 1.8588 0.4150 -0.3 0.7 0.1
N 4.1039 0.9616 0.4468 -0.4 -0.4 -0.2
C 5.4006 1.3348 0.9288 0.3 0.1 0.2
C 3.7166 -0.2543 -0.0120 -0.3 -0.1 -0.1
C 4.6635 -1.3927 -0.0970 0.1 -0.1 -0.1
C 2.3802 -0.1096 -0.3544 0.6 0.2 0.3
N 1.4477 -0.9956 -0.9084 -0.1 0.5 -0.2
C 1.3616 -2.3343 -0.8079 -0.4 -0.2 -0.1
O 2.1580 -3.0631 -0.2566 0.1 -0.1 0.1
C 0.1475 -2.9388 -1.5175 -0.2 0.1 0.1
S -1.2455 -1.7994 -1.7683 0.1 -0.2 -0.5
C -1.9690 -1.9174 -0.1880 0.1 0.0 0.0
N -1.9000 -2.9502 0.5999 0.5 -0.1 -1.0
N -2.5955 -2.6590 1.7083 -0.6 0.2 1.1
C -3.0717 -1.4539 1.6038 -0.1 0.1 -0.1
C -3.9268 -0.7793 2.6057 0.0 0.1 0.1
N -2.6991 -0.9090 0.3937 0.3 -0.8 0.2
C -2.9614 0.3686 -0.1294 -0.1 0.6 -0.2
C -3.4082 0.5010 -1.4389 0.0 0.0 0.2
C -3.6361 1.7623 -1.9580 0.0 0.0 0.0
C -3.4274 2.8875 -1.1780 0.0 0.1 0.0
C -2.9857 2.7518 0.1274 0.0 0.0 0.0
C -2.7485 1.4964 0.6561 0.0 -0.2 -0.1
H 0.4644 1.9187 -1.3160 -0.1 0.0 -0.1
H 0.8273 2.9434 0.0800 -0.1 0.1 0.0
H -0.0326 1.4115 0.3008 -0.1 0.0 0.0
H 5.6571 0.7751 1.8310 0.0 0.0 0.0
H 6.1623 1.1519 0.1686 0.0 0.0 0.0
H 5.3659 2.3965 1.1623 0.0 -0.1 0.0
H 4.1076 -2.3221 -0.1804 0.1 0.0 0.0
H 5.3096 -1.2882 -0.9700 0.1 0.0 0.0
H 5.2923 -1.4340 0.7906 0.1 0.0 0.0
H 0.6633 -0.5254 -1.3480 0.1 -0.3 0.1
H -0.2192 -3.7878 -0.9411 0.2 0.0 -0.1
H 0.4477 -3.2757 -2.5112 0.0 0.0 0.0
H -3.3213 -0.2059 3.3073 0.0 0.1 0.0
H -4.6314 -0.1083 2.1179 -0.1 0.0 0.1
H -4.4644 -1.5382 3.1673 0.0 0.0 0.0
H -3.5764 -0.3797 -2.0398 -0.1 -0.1 0.0
H -3.9812 1.8633 -2.9755 0.0 0.0 -0.1
H -3.6072 3.8697 -1.5873 0.0 0.1 0.0
H -2.8159 3.6261 0.7371 0.0 0.1 0.1
H -2.3854 1.3892 1.6668 0.1 0.0 0.1
```
Forces are in eV/Å.

The HOMO energy comes out at -0.3002 Eh. As for the structure (SMILES): Cc1nn(C)c(C)c1NC(=O)CSc1nnc(C)n1-c1ccccc1. The calculation puts the orbital gap at 8.62 eV. As for the relative energy (zero: lowest compared OMol25 entry of this formula, charge and spin): 4.5 kJ/mol.

Löwdin population analysis, charges in e, atoms 1 to 8:
1. C -0.03
2. C -0.29
3. N 0.11
4. N -0.18
5. C -0.02
6. C -0.19
7. C -0.01
8. C -0.13